Version A
A molecular structure, C6H10N2O. Source: OMol25; level of theory: wB97M-V/def2-TZVPD.

Gap between HOMO and LUMO ... 9.39 eV
Total charge ... 0

CARTESIAN COORDINATES (ANGSTROEM)
C: -1.407 -0.286 -1.879
C: -0.633 0.241 -0.675
C: 0.726 0.828 -0.454
C: 1.052 0.367 0.934
C: -0.815 -0.311 0.689
C: 0.657 -1.073 0.815
H: -1.188 0.519 -2.687
H: -1.190 -1.404 -2.072
H: -2.496 -0.083 -1.650
H: -0.758 2.070 0.115
H: 1.450 0.870 -1.215
H: 1.820 0.719 1.624
H: -0.558 1.623 1.791
H: -1.785 -0.889 0.990
H: 0.715 -1.548 1.901
H: 2.392 -1.560 -0.322
N: -0.383 1.665 -0.748
N: -0.304 0.538 1.736
O: 1.116 -1.790 -0.247


Version B
A single C6H10N2O molecule. Source: OMol25; level of theory: wB97M-V/def2-TZVPD.

Gap between HOMO and LUMO ... 8.57 eV
SMILES ... C=NC(=C)/C(N)=C(/C)O
Total charge ... 0

CARTESIAN COORDINATES (ANGSTROEM)
C: -1.814 -0.882 1.069
N: -2.137 0.236 0.663
C: -0.933 1.079 -0.259
C: -1.275 2.329 -0.506
C: 0.196 0.285 -0.582
N: 0.340 -0.130 -1.922
C: 0.864 -0.351 0.459
C: 2.028 -1.276 0.231
O: 1.016 0.330 1.662
H: -0.609 -1.172 0.910
H: -2.390 -1.497 1.750
H: -0.620 2.982 -1.066
H: -2.242 2.702 -0.203
H: -0.522 -0.095 -2.450
H: 0.782 -1.032 -2.036
H: 2.873 -0.742 -0.210
H: 2.354 -1.669 1.193
H: 1.764 -2.098 -0.436
H: 0.324 1.001 1.733


Version C
A single C6H10N2O molecule. Source: OMol25; level of theory: wB97M-V/def2-TZVPD.

Gap between HOMO and LUMO ... 10.26 eV
SMILES ... [H]/N=C(/C)[C@@H]1C[C@H]1C(N)=O
Total charge ... 0

CARTESIAN COORDINATES (ANGSTROEM)
H: 2.072 1.238 1.582
N: 2.505 0.521 0.999
C: 1.712 -0.232 0.380
C: 2.268 -1.261 -0.550
C: 0.096 -0.113 0.577
C: -0.805 -1.102 -0.099
C: -0.586 0.268 -0.666
C: -1.736 1.428 -0.500
N: -2.635 1.346 0.512
O: -1.734 2.354 -1.281
H: 1.871 -1.132 -1.556
H: 3.353 -1.183 -0.572
H: 2.000 -2.258 -0.203
H: -0.144 0.353 1.526
H: -0.363 -1.945 -0.610
H: -1.762 -1.333 0.349
H: -0.075 0.448 -1.601
H: -2.659 0.577 1.157
H: -3.379 2.026 0.554


Pick version C: it beats the second-best structure by 0.0934 hartree.